(1)
This record from the OMol25 dataset describes a 2-piece molecular cluster, C3H9NOS overall in a non-equilibrium geometry. The level of theory is ωB97M-V with the def2-TZVPD basis set.

- total charge = 0
- strongest force on any atom (eV/Å) = 1.766
- HOMO level (eV) = -9.392
- ΔE to the lowest compared entry with this formula, charge and spin (eV) = 4.780

```
15
Properties=species:S:1:pos:R:3:forces:R:3
H 1.607 -1.111 -0.227 0.025 -0.784 0.195
H 1.812 0.788 -0.373 0.073 0.377 -0.672
H 0.008 -2.069 0.146 0.848 1.010 -0.560
C 0.489 -1.171 -0.338 -0.705 0.481 -0.574
H 0.328 -1.180 -1.466 0.058 0.021 1.422
S 3.526 -0.234 0.145 -0.242 -0.218 0.033
H 0.108 0.050 1.407 0.142 -0.017 -0.265
H 1.162 1.995 0.430 -0.959 -0.976 -0.369
H -3.173 -0.459 0.291 1.265 -0.013 0.036
O -2.208 -0.645 0.378 -0.686 0.796 -0.177
C -1.421 0.505 0.000 0.033 -0.088 0.065
H -1.494 0.726 -1.080 -0.138 -0.095 0.373
N 0.890 1.210 -0.206 1.343 1.077 0.396
C 0.053 0.169 0.310 -1.023 -0.900 0.514
H -1.686 1.423 0.583 -0.034 -0.671 -0.417
```
Positions in Å, forces in eV/Å.


(2)
This record from the OMol25 dataset describes C27H19N3PS2SeV as an isolated structure. The level of theory is ωB97M-V with the def2-TZVPD basis set.

- total charge = +1
- strongest force on any atom (eV/Å) = 0.299
- multiplicity = 2
- HOMO level (spin up / spin down) (eV) = -12.173 / -12.140
- ΔE to the lowest compared entry with this formula, charge and spin (eV) = 0.071

```
54
Properties=species:S:1:pos:R:3:forces:R:3
C 0.460 -0.305 -3.865 -0.004 0.019 -0.007
C 2.711 -0.888 -1.543 -0.013 -0.047 0.021
S -1.910 -0.264 1.365 -0.008 0.070 -0.017
H -3.250 4.588 2.752 0.004 -0.002 -0.015
H -3.046 -4.277 -0.453 0.006 -0.003 -0.009
H -1.111 -2.793 -0.299 0.012 -0.009 -0.011
C -2.764 -3.680 -1.310 0.012 -0.006 0.040
C -0.246 -0.683 1.678 -0.007 0.193 -0.079
H 1.277 0.747 -7.482 -0.001 -0.005 0.014
C -1.288 -2.072 -2.332 -0.043 -0.001 -0.090
H 1.530 -2.121 -4.323 0.007 -0.008 0.007
C 2.150 -0.293 1.734 0.185 -0.193 -0.035
C -3.494 -3.756 -2.489 -0.011 -0.003 -0.017
C 2.851 -3.570 -0.835 -0.013 -0.018 0.015
H 2.904 -4.613 -0.551 0.003 0.007 -0.013
H 0.002 2.268 -6.013 0.003 -0.011 -0.003
C -1.669 -2.837 -1.227 -0.010 0.008 -0.007
H 4.924 -3.196 -0.451 -0.009 0.010 0.002
H -3.698 -3.045 -4.503 0.007 -0.005 0.012
H 0.771 -3.676 -1.326 0.010 0.008 0.000
N -2.592 5.816 1.243 0.003 0.179 0.095
C -1.999 4.782 -0.830 0.037 0.006 -0.049
C 1.641 -3.036 -1.258 -0.043 -0.009 0.004
H -4.348 -4.417 -2.552 0.006 0.016 -0.001
C 0.329 1.305 -5.645 -0.007 0.027 -0.005
C -2.304 3.536 -0.303 0.019 0.046 0.090
N 3.214 -0.672 1.941 -0.040 0.078 0.030
P 0.066 -0.884 -2.204 0.020 0.099 0.236
C 1.567 -1.691 -1.607 0.045 -0.027 -0.031
H -3.028 2.496 1.448 -0.002 -0.011 0.000
N 0.198 -3.166 2.222 -0.037 0.041 0.015
C 0.034 0.930 -4.342 0.029 -0.031 -0.005
C -2.031 -2.144 -3.511 0.020 -0.028 0.009
C 3.915 -1.433 -1.140 0.007 0.019 -0.006
H -1.749 -1.554 -4.374 -0.001 0.002 0.017
C -3.129 -2.988 -3.585 -0.021 -0.007 -0.019
H -1.649 4.903 -1.846 -0.007 -0.016 0.007
H -0.518 1.606 -3.705 -0.018 0.014 0.032
C 1.188 -1.163 -4.694 -0.018 0.016 0.011
H 2.661 0.159 -1.822 0.001 0.009 -0.020
C 1.476 -0.783 -5.993 -0.003 -0.007 0.025
C -2.764 3.443 1.001 -0.003 -0.045 -0.023
H 2.040 -1.447 -6.635 -0.005 0.002 0.002
H 4.799 -0.812 -1.095 -0.003 -0.007 0.012
S 0.660 1.766 0.787 0.004 0.014 0.002
C 3.983 -2.774 -0.779 0.025 0.005 -0.001
C -2.157 5.892 -0.008 -0.006 -0.110 -0.038
V -0.764 0.548 -0.334 0.079 -0.085 0.074
C -2.891 4.619 1.730 0.007 -0.103 -0.061
C 0.015 -2.051 2.014 0.115 -0.195 -0.003
C 1.046 0.450 -6.467 0.005 0.013 -0.042
C 0.822 0.177 1.481 -0.121 0.001 0.016
H -1.924 6.882 -0.382 -0.004 -0.009 0.001
Se -2.117 2.000 -1.451 -0.214 0.102 -0.183
```
Positions in Å, forces in eV/Å.


(3)
This record from the OMol25 dataset describes C37H52AgBF2O2P as an isolated structure. The level of theory is ωB97M-V with the def2-TZVPD basis set.

- total charge = -1
- strongest force on any atom (eV/Å) = 0.479
- HOMO level (eV) = -3.765

```
96
Properties=species:S:1:pos:R:3:forces:R:3
Ag -0.909 -0.278 -2.042 0.244 0.204 -0.358
C 1.574 0.125 1.894 0.131 -0.203 0.020
H 1.455 -5.009 -0.471 -0.031 0.013 0.014
C -0.275 5.266 -0.198 0.072 0.024 0.036
H 1.468 6.100 -1.198 -0.055 -0.025 -0.035
C -3.849 -1.528 -0.659 -0.002 0.282 0.050
C -0.010 -3.486 0.127 -0.093 0.094 0.030
H -5.305 -1.473 0.955 0.005 -0.014 -0.005
C 1.539 3.512 0.111 0.097 0.011 -0.088
C 2.152 -2.966 -2.402 0.024 0.026 -0.004
H 4.045 0.046 0.745 0.087 0.099 0.121
C -1.195 1.106 2.365 0.070 0.067 0.051
H 3.238 -3.876 0.033 0.050 0.071 0.011
H -2.751 2.590 2.647 -0.031 -0.050 -0.038
H -1.750 -4.024 1.295 0.070 0.002 0.016
H -0.670 5.867 1.867 0.027 0.021 -0.078
H 0.434 5.118 -2.249 -0.002 -0.037 -0.050
C 4.381 1.051 0.993 -0.076 0.013 0.123
C -4.020 -1.191 -3.144 0.058 0.006 0.065
C 0.432 5.832 -1.428 -0.007 0.044 0.093
H -0.645 2.355 4.054 -0.020 -0.044 0.004
C -0.214 1.848 1.454 0.103 -0.045 0.016
H 2.821 -2.801 4.159 -0.013 0.033 -0.045
C 1.928 -2.221 2.299 -0.013 0.134 -0.036
C -6.068 -1.338 -1.752 0.113 -0.021 -0.032
H -7.959 -1.119 -2.724 0.013 -0.005 -0.011
H -0.618 7.216 0.714 0.040 -0.050 0.024
C -6.883 -1.145 -2.837 0.064 0.030 -0.075
C 0.821 -4.751 0.377 -0.091 -0.108 -0.040
H -1.691 0.992 4.476 0.047 -0.001 -0.039
C -4.506 -2.117 0.582 0.024 0.004 0.040
H 2.317 -0.378 -2.304 0.068 -0.022 0.042
H 0.883 6.419 1.223 -0.068 -0.006 0.012
H 3.059 -0.437 4.930 -0.012 0.009 -0.028
H 3.027 -2.908 -3.059 -0.027 -0.009 0.042
H 3.850 -2.299 0.557 -0.006 -0.014 -0.020
C -6.280 -0.962 -4.107 0.072 -0.057 0.088
H -1.333 5.147 -0.443 -0.047 -0.024 -0.017
H 1.309 -2.527 -2.943 0.056 -0.006 0.009
C 0.229 3.907 0.239 -0.015 0.007 0.012
H 4.404 1.133 2.079 -0.049 -0.003 -0.001
H 4.420 -3.011 -0.954 -0.055 0.003 0.032
C 2.484 -1.975 3.540 0.001 -0.114 -0.013
C 2.615 -0.668 3.968 0.063 -0.031 0.128
C 2.165 0.343 3.148 -0.064 0.120 -0.138
H 2.241 4.176 -0.388 -0.039 -0.081 0.066
C -0.632 3.051 0.913 0.004 0.034 0.104
H 2.982 -0.118 -0.699 -0.052 -0.048 -0.133
H -1.557 -2.941 -1.337 0.125 -0.126 -0.003
H 0.122 -5.583 0.523 0.036 0.025 -0.019
H -0.262 -3.933 -2.011 -0.045 -0.011 0.059
C 2.961 -0.807 -1.540 -0.021 0.122 -0.051
H -6.912 -0.806 -4.976 0.021 0.015 0.017
C 3.866 2.295 -1.172 -0.025 -0.076 0.124
H 3.001 2.054 -1.788 -0.007 -0.064 -0.013
H 1.946 -4.021 -2.215 -0.010 0.042 -0.008
H -6.532 -1.462 -0.781 0.015 -0.021 0.014
H 4.168 3.311 -1.431 -0.012 -0.002 0.014
C -0.953 -3.272 1.324 -0.014 0.023 -0.041
C 2.022 2.285 0.590 0.073 -0.053 0.018
H -3.300 0.924 2.765 -0.024 -0.032 -0.035
H -0.076 6.744 -1.756 0.057 -0.053 -0.011
F 0.395 2.080 -3.868 -0.024 -0.217 0.070
C 1.125 1.415 1.240 -0.078 -0.115 -0.247
H 3.931 3.082 0.814 0.037 0.067 0.020
H 5.411 1.153 0.637 -0.034 0.004 0.006
H -4.463 -0.851 -5.230 -0.009 -0.009 0.046
C -0.170 6.252 0.974 -0.012 0.025 -0.025
C -0.873 -3.764 -1.123 -0.036 0.071 -0.044
H 4.683 1.628 -1.458 -0.076 0.054 0.031
H 0.021 0.718 4.167 0.011 0.031 -0.010
C 3.541 -2.885 -0.309 0.026 -0.088 -0.053
H 1.444 -4.707 1.269 -0.031 -0.142 -0.070
H 3.978 -0.891 -1.944 -0.055 0.011 0.037
H 2.256 1.371 3.480 -0.001 0.029 -0.003
C -0.844 1.297 3.855 0.056 -0.058 -0.052
F 1.302 0.081 -4.213 -0.165 0.175 -0.027
H -1.157 0.042 2.124 -0.010 -0.085 -0.016
H -1.658 3.370 1.045 0.059 0.000 -0.015
O -2.782 -1.259 -3.337 -0.123 -0.069 -0.051
H -0.428 -3.366 2.277 -0.032 0.037 -0.034
H 1.868 -3.245 1.971 0.047 0.165 0.073
C 2.451 -2.180 -1.116 -0.114 -0.029 -0.114
C -2.637 1.591 2.213 0.011 -0.138 0.020
B 0.357 0.770 -3.492 -0.081 0.058 0.169
H -3.754 -2.226 1.362 -0.028 0.010 -0.061
H -1.433 -2.291 1.277 0.017 -0.045 -0.024
P 0.822 -1.806 -0.237 -0.087 0.054 0.363
O -2.647 -1.243 -0.567 -0.200 0.115 0.106
C -4.925 -0.987 -4.258 -0.101 -0.005 0.023
C -4.656 -1.343 -1.847 0.050 -0.062 -0.054
C 1.460 -1.218 1.433 0.208 0.156 0.160
H -2.958 1.624 1.178 -0.102 -0.075 -0.201
C 3.549 2.169 0.351 -0.047 -0.122 -0.112
H -4.940 -3.093 0.351 -0.028 0.048 0.038
H -1.472 -4.667 -0.953 0.052 0.028 0.023
```
Positions in Å, forces in eV/Å.


(4)
This record from the OMol25 dataset describes a 3-piece molecular cluster, C11H23F2NO8S overall. The level of theory is ωB97M-V with the def2-TZVPD basis set.

- total charge = 0
- strongest force on any atom (eV/Å) = 0.776
- SMILES = O=S(=O)(F)NCCCF.CCOC(=O)OC.CCOC(=O)OC
- HOMO level (eV) = -10.796

```
46
Properties=species:S:1:pos:R:3:forces:R:3
C -4.076 -5.780 -3.191 0.026 -0.192 -0.006
H 2.836 -1.998 -0.884 -0.032 0.049 -0.014
H -5.548 -5.886 -1.626 -0.009 -0.040 -0.015
O -2.482 -3.764 -2.433 0.070 -0.021 0.033
O -4.365 -4.407 -3.509 -0.001 0.047 -0.008
O 1.036 -1.129 2.221 0.222 0.143 0.108
O 0.221 0.606 1.031 0.187 0.214 0.032
C 1.264 -3.257 -0.111 -0.167 0.067 0.005
H -3.904 -5.573 -1.051 0.026 -0.013 -0.016
F 1.009 6.282 2.794 -0.079 0.052 -0.079
O -0.790 5.160 1.685 0.008 -0.032 0.033
H 5.234 4.189 2.663 -0.035 -0.040 -0.017
H 0.906 3.401 1.479 0.063 -0.056 0.140
H -4.645 -6.352 -3.920 -0.025 0.049 -0.014
H -4.354 -7.192 -1.601 0.002 -0.011 -0.009
C 2.773 4.161 0.892 0.064 -0.094 0.074
O -3.909 -2.302 -3.389 -0.001 -0.001 -0.027
F 3.479 4.372 3.610 0.031 0.062 -0.010
H 4.615 5.147 0.630 0.015 0.085 0.010
C 0.950 -0.502 1.199 -0.600 -0.435 -0.231
C 2.199 -2.075 -0.005 0.173 -0.169 -0.031
H -3.015 -5.970 -3.350 0.012 0.046 0.028
H 3.393 6.188 1.308 -0.102 -0.038 0.029
C -3.487 -3.519 -3.049 -0.058 0.025 0.003
C 4.414 4.907 2.727 -0.061 -0.050 0.032
H -3.466 -0.334 -3.394 -0.028 -0.016 -0.002
H 2.833 -2.140 0.878 -0.048 0.021 0.035
H 0.602 -3.144 -0.971 0.029 -0.036 -0.027
H 1.836 -4.177 -0.231 0.026 0.007 -0.004
H -3.098 -1.156 -1.857 0.034 -0.027 0.005
S 0.564 5.534 1.491 0.108 0.049 0.121
H -0.901 2.012 1.950 -0.038 -0.020 -0.022
C -0.459 1.053 2.209 -0.030 0.173 0.090
H -1.244 0.356 2.495 0.050 -0.064 -0.015
H 0.240 1.173 3.035 -0.003 -0.042 0.020
H 4.784 5.831 3.172 0.076 -0.021 -0.018
O 1.475 -0.830 0.022 0.144 0.178 0.053
C -4.496 -6.126 -1.779 -0.024 0.108 0.038
N 1.490 4.216 1.619 -0.094 -0.056 -0.385
O 0.981 6.382 0.429 -0.005 -0.033 0.035
C -3.065 -1.236 -2.942 0.002 0.076 -0.008
C 3.802 5.179 1.359 0.053 0.083 0.018
H 2.597 4.285 -0.178 0.044 0.034 -0.015
H -2.038 -1.395 -3.264 0.008 -0.022 0.016
H 3.163 3.156 1.057 -0.077 -0.039 -0.004
H 0.648 -3.349 0.783 0.044 -0.003 0.020
```
Positions in Å, forces in eV/Å.


(5)
This record from the OMol25 dataset describes a 2-piece molecular cluster, C5H17N3O overall in a non-equilibrium geometry. The level of theory is ωB97M-V with the def2-TZVPD basis set.

- total charge = 0
- strongest force on any atom (eV/Å) = 1.181
- SMILES = CNCCNCCN.O
- HOMO level (eV) = -7.885
- ΔE to the lowest compared entry with this formula, charge and spin (eV) = 1.521

```
26
Properties=species:S:1:pos:R:3:forces:R:3
H 0.601 2.667 -2.243 -0.250 0.275 0.168
C 0.770 -1.421 -0.692 0.237 0.451 0.796
O -3.041 -0.878 0.956 -0.570 0.129 -0.348
H 0.098 -1.760 -1.472 -0.209 -0.165 -0.113
H -0.786 -1.696 0.808 -0.059 -0.232 -0.066
H 0.205 0.078 -2.706 -0.229 -0.013 -0.049
H 1.410 -2.245 -0.379 0.034 -0.295 -0.269
H -0.502 -0.071 0.386 0.372 0.308 0.397
H 1.754 0.835 -2.839 -0.049 0.604 -0.290
N -0.998 1.882 -1.116 -0.303 0.585 -0.138
C 0.964 0.605 -2.130 0.812 -0.744 0.426
H 1.181 -0.274 3.642 -0.234 0.048 0.305
H -0.480 -0.007 2.908 0.071 -0.049 0.511
H 0.948 2.110 -0.599 0.257 0.167 -0.116
C 0.606 -0.017 2.760 0.097 -0.191 -1.026
N 0.972 -0.953 1.688 0.143 0.933 0.089
H -3.804 -0.289 0.997 0.114 0.047 0.244
N 1.619 -0.384 -1.253 -0.500 -0.013 -0.188
H 1.112 -1.877 2.062 -0.072 -0.143 0.011
H -3.239 -1.390 0.161 0.256 -0.096 0.117
C 0.025 -0.999 0.583 -0.154 -0.887 -0.475
H -1.196 1.633 -0.164 -0.022 -0.173 -0.107
H 0.903 0.987 2.446 -0.035 0.059 0.110
C 0.390 1.884 -1.509 0.205 -0.411 -0.060
H -1.662 1.510 -1.774 0.078 -0.158 0.040
H 2.151 0.069 -0.519 0.008 -0.034 0.032
```
Positions in Å, forces in eV/Å.